C37H51BN10O2PW as an isolated structure in a non-equilibrium geometry. Source: OMol25; level of theory: wB97M-V/def2-TZVPD.

CARTESIAN COORDINATES (ANGSTROEM)
W 0.1270 0.3020 -0.5852
C 3.2855 1.6247 1.1094
C 2.0991 1.1710 1.9010
C 1.9970 1.2567 3.2810
C 0.7682 0.7147 3.6228
C 0.1372 0.5814 4.9729
N 0.1734 0.3277 2.4921
N 0.9733 0.6038 1.4279
B -1.1780 -0.3651 2.2974
N -0.9049 -1.6210 1.4701
N -0.0054 -1.6190 0.4497
C 0.2207 -2.8990 0.0998
C 1.2036 -3.3730 -0.9220
C -0.5646 -3.7175 0.8966
C -1.2580 -2.8789 1.7551
C -2.2271 -3.2296 2.8386
N -2.0851 0.6194 1.5378
N -1.5806 1.3115 0.4726
C -2.3773 2.3821 0.2860
C -2.1650 3.5290 -0.6545
C -3.4136 2.3336 1.2086
C -3.1894 1.2201 1.9958
C -3.9745 0.7267 3.1700
H 3.7347 2.4897 1.5987
H 4.0454 0.8405 1.0993
H 3.0542 1.8929 0.0854
H 2.7356 1.6626 3.9597
H 0.8342 0.9256 5.7340
H -0.7704 1.1845 5.0455
H -0.1304 -0.4535 5.1947
H -1.6598 -0.6582 3.3493
H 1.7358 -2.5660 -1.4081
H 1.9349 -4.0225 -0.4351
H 0.7025 -3.9687 -1.6847
H -0.6012 -4.7989 0.8722
H -2.4672 -4.2891 2.7813
H -1.8078 -3.0303 3.8276
H -3.1526 -2.6574 2.7501
H -1.3203 3.3844 -1.3049
H -3.0624 3.7023 -1.2529
H -2.0166 4.4389 -0.0674
H -4.2188 3.0504 1.3102
H -4.8921 1.3029 3.2599
H -4.2375 -0.3279 3.0653
H -3.4129 0.8359 4.0998
C -3.8916 -1.0573 -0.6431
C -2.7500 -1.3952 -1.5537
C -2.8140 -2.3168 -2.6009
C -1.6889 -2.5846 -3.3780
C -0.4676 -1.9551 -3.1174
C -0.5022 -1.0793 -2.0802
N -1.5618 -0.8361 -1.3988
C 1.7181 0.4728 -1.9320
C 2.4259 0.8476 -3.0285
C 3.7053 0.3315 -3.0106
C 4.1193 -0.5245 -1.9863
C 3.2958 -0.8594 -0.9216
N 2.1062 -0.2461 -0.9455
C 3.6880 -1.8181 0.1511
C 4.8172 -2.6063 0.0193
C 5.1079 -3.5127 1.0341
C 4.2649 -3.5811 2.1160
C 3.1327 -2.7485 2.1630
C 2.1791 -2.8299 3.3235
N 2.8558 -1.8882 1.1879
H -4.8060 -0.8837 -1.2124
H -3.6667 -0.1776 -0.0439
H -4.0874 -1.8994 0.0271
H -3.7552 -2.8201 -2.7930
H -1.7556 -3.2975 -4.1930
H 0.4274 -2.1554 -3.6940
H 2.0511 1.4732 -3.8248
H 4.3864 0.5847 -3.8162
H 5.1161 -0.9360 -2.0184
H 5.4577 -2.5561 -0.8492
H 5.9764 -4.1548 0.9646
H 4.4585 -4.2755 2.9259
H 2.7130 -2.7182 4.2705
H 1.6904 -3.8082 3.3440
H 1.4187 -2.0521 3.2454
C 0.4416 3.7559 1.4825
C 0.8726 3.4950 0.0745
N 1.4194 4.4880 -0.6039
O 0.7545 2.3849 -0.4755
H -0.0272 4.7380 1.5731
H 1.3211 3.7450 2.1316
H -0.2440 2.9818 1.8149
H 1.5448 5.3983 -0.1881
H 1.7627 4.3368 -1.5378
C -0.9059 0.7956 -4.9605
P -1.4891 1.7762 -3.5888
C -1.2102 3.4726 -4.0527
C -3.2463 1.5044 -3.4895
O -0.8019 1.4646 -2.2696
H -1.2708 1.2278 -5.8972
H -1.2778 -0.2241 -4.8784
H 0.1839 0.7835 -4.9780
H -1.6182 3.6446 -5.0527
H -0.1359 3.6684 -4.0736
H -1.6947 4.1537 -3.3537
H -3.7561 2.0186 -4.3095
H -3.6243 1.8800 -2.5371
H -3.4520 0.4346 -3.5645

For the relative energy (zero: lowest compared OMol25 entry of this formula, charge and spin), the calculation gives 38.5 kJ/mol. The total energy comes out at -69966.916 eV. For the HOMO energy, the calculation gives -16.150 eV. Its spin multiplicity is 1. Its charge is +3. The frontier orbital gap comes out at 7.69 eV.

Mulliken atomic charge list, values in e, 2 entries:
1 W 2.7098
2 C -1.3769



An isolated molecule of C37H51NO7S in a non-equilibrium geometry. Source: OMol25; level of theory: wB97M-V/def2-TZVPD.

CARTESIAN COORDINATES (ANGSTROEM)
C 1.1164 -2.4982 2.4564
C 0.9081 -2.2821 3.8099
C 1.8687 -1.6147 4.7460
O 1.4473 -0.9695 5.6886
O 3.2167 -1.7506 4.5247
C 3.6695 -0.5033 3.9159
C 4.8526 -0.7472 2.9600
C 4.7550 0.1333 1.6765
C 5.5876 1.4308 1.8263
C 4.9548 2.6976 1.1912
C 3.4560 2.8835 1.5132
C 2.5205 2.3658 0.4183
C 2.9726 1.5464 -0.6100
C 2.1307 1.1044 -1.5955
C 0.7837 1.4277 -1.6367
C 0.3282 2.2210 -0.6129
C 1.1658 2.6785 0.3941
C 0.5316 3.5314 1.4998
C -0.1988 2.5571 2.4840
C -1.6417 2.2319 2.0736
C -2.4014 1.3865 3.1333
C -3.0777 0.1072 2.5537
C -4.6385 0.1258 2.6339
C -5.2551 -0.1591 1.2434
C -6.7277 -0.5830 1.3419
C -7.3910 -0.8432 -0.0117
O -7.2673 -2.2052 -0.3922
C -7.7429 -2.4093 -1.6965
N -0.1005 0.9890 -2.6818
C 0.1421 1.8130 -3.8917
O -1.0912 2.4167 -4.3041
C -1.4637 3.4458 -3.4599
C -0.8003 4.8167 -3.5662
O -2.3275 3.2557 -2.6350
C 0.0947 -0.3922 -3.0261
C -1.0204 -1.1864 -3.2450
C -0.8892 -2.5166 -3.5719
C 0.3579 -3.0998 -3.6790
C 1.4908 -2.3449 -3.4712
C 2.8982 -2.8975 -3.5515
O 2.9603 -4.1137 -4.3284
C 3.4473 -5.1733 -3.5885
C 2.4705 -6.3285 -3.3544
O 4.5808 -5.2177 -3.1796
C 1.3281 -1.0014 -3.1658
S 2.7698 0.0436 -2.8951
H 1.2816 -3.5224 2.0943
H 1.0788 -1.7151 1.6894
H -0.0516 -2.5837 4.2418
H 2.8065 -0.0675 3.3915
H 3.9995 0.1304 4.7495
H 4.8290 -1.8080 2.6781
H 5.7835 -0.5695 3.5106
H 3.6860 0.3046 1.5168
H 5.1264 -0.4845 0.8513
H 5.8822 1.6111 2.8686
H 6.5366 1.2579 1.2943
H 5.1893 2.7420 0.1221
H 5.4802 3.5599 1.6304
H 3.2315 3.9350 1.7241
H 3.2277 2.3316 2.4410
H 4.0094 1.2256 -0.6503
H -0.7140 2.5286 -0.5650
H 1.2919 4.1133 2.0236
H -0.1885 4.1960 1.0027
H -0.1156 2.9136 3.5193
H 0.3624 1.6073 2.4437
H -1.6613 1.6503 1.1442
H -2.1521 3.1855 1.8701
H -3.1408 1.9665 3.6965
H -1.6451 1.0382 3.8545
H -2.7570 -0.0915 1.5235
H -2.7587 -0.7419 3.1730
H -5.0181 1.0659 3.0568
H -4.9688 -0.6668 3.3214
H -5.0936 0.6893 0.5648
H -4.6849 -1.0058 0.8297
H -6.8462 -1.4754 1.9677
H -7.2883 0.2365 1.8188
H -8.4776 -0.6607 0.1175
H -7.0681 -0.1441 -0.8016
H -7.0351 -2.0392 -2.4581
H -8.7101 -1.9094 -1.8869
H -7.9036 -3.4771 -1.8843
H 0.5658 1.2286 -4.7119
H 0.8546 2.6211 -3.6716
H 0.2790 4.6876 -3.4114
H -1.2088 5.4470 -2.7751
H -1.0122 5.2989 -4.5271
H -1.9875 -0.6931 -3.1645
H -1.8107 -3.0753 -3.7190
H 0.4237 -4.1515 -3.9452
H 3.2792 -3.1266 -2.5448
H 3.6033 -2.1890 -3.9992
H 2.2566 -6.4001 -2.2853
H 1.5417 -6.1138 -3.8929
H 2.9202 -7.2327 -3.7713

The total energy comes out at -65849.237 eV. For the HOMO energy, the calculation gives -8.384 eV. Its spin multiplicity is 1. The frontier orbital gap comes out at 7.19 eV.

Mulliken atomic charge list, values in e, 2 entries:
1 C -0.6563
2 C -0.3013



A 5-piece molecular cluster, C37H51O4S overall in a non-equilibrium geometry. Source: OMol25; level of theory: wB97M-V/def2-TZVPD.

CARTESIAN COORDINATES (ANGSTROEM)
C 2.2228 -2.0394 0.9640
O 2.7499 -0.7363 1.1512
C 3.1368 -0.1211 -0.0613
C 1.9649 0.3622 -0.8986
C 2.3747 1.4342 -1.8928
C 1.4197 2.6177 -2.0469
C 0.9165 3.2935 -0.7646
C -0.5899 3.5641 -0.7877
C -1.4564 2.5691 -0.0292
C -2.9013 2.7910 -0.4347
C -3.9211 1.8576 0.1701
C -3.7780 0.3990 -0.1996
C -3.9740 0.0999 -1.6867
C -3.0108 -0.9355 -2.2047
S -1.3181 -0.4067 -2.1237
O -1.3366 1.0064 -2.4563
O -0.5636 -1.1940 -3.0711
O -0.9847 -0.6690 -0.7662
H 1.7462 -2.1596 -0.0028
H 3.0116 -2.7855 1.0502
H 1.4686 -2.2013 1.7160
H 3.7286 0.7497 0.2028
H 3.7824 -0.7747 -0.6533
H 1.1734 0.6595 -0.2256
H 1.5772 -0.4913 -1.4365
H 3.3554 1.8262 -1.6192
H 2.4931 0.9787 -2.8669
H 0.5799 2.3420 -2.6696
H 1.9624 3.3688 -2.6118
H 1.1860 2.7598 0.1398
H 1.4063 4.2590 -0.6944
H -0.9342 3.6194 -1.8108
H -0.7694 4.5269 -0.3136
H -1.3029 2.7517 1.0340
H -1.1364 1.5537 -0.2317
H -2.9253 2.7701 -1.5171
H -3.1634 3.8004 -0.1244
H -4.9021 2.1800 -0.1799
H -3.9451 1.9751 1.2490
H -2.8407 -0.0018 0.1620
H -4.5526 -0.1336 0.3462
H -3.9435 0.9884 -2.2987
H -4.9675 -0.3218 -1.8188
H -3.0793 -1.8625 -1.6466
H -3.2483 -1.1554 -3.2408
C -1.4556 -3.8659 1.8380
C -1.9811 -4.8543 2.6594
C -3.3536 -4.9429 2.8512
C -4.2003 -4.0463 2.2142
C -3.6731 -3.0582 1.3917
C -2.2998 -2.9635 1.2057
H -0.3858 -3.7956 1.6897
H -1.3202 -5.5574 3.1514
H -3.7629 -5.7110 3.4960
H -5.2715 -4.1169 2.3596
H -4.3340 -2.3586 0.8944
H -1.8922 -2.1840 0.5741
C 6.2864 0.5726 4.9096
C 5.2102 0.3658 4.0572
C 5.4233 -0.0480 2.7496
C 6.7202 -0.2616 2.3006
C 7.7981 -0.0583 3.1522
C 7.5816 0.3624 4.4567
H 6.1161 0.8979 5.9285
H 4.2007 0.5264 4.4097
H 4.5809 -0.2051 2.0876
H 6.8898 -0.5881 1.2821
H 8.8079 -0.2273 2.7989
H 8.4216 0.5257 5.1205
C 0.2264 1.7366 -7.0412
C 0.4986 1.3226 -8.3393
C 0.5745 -0.0318 -8.6336
C 0.3710 -0.9707 -7.6299
C 0.0969 -0.5554 -6.3336
C 0.0272 0.7982 -6.0371
H 0.1692 2.7934 -6.8111
H 0.6517 2.0562 -9.1219
H 0.7919 -0.3555 -9.6446
H 0.4261 -2.0280 -7.8587
H -0.0660 -1.2767 -5.5418
H -0.1848 1.1108 -5.0207
C -2.6543 -1.1094 5.6777
C -1.9613 -0.0364 6.2213
C -1.3728 0.9026 5.3860
C -1.4830 0.7737 4.0083
C -2.1798 -0.2966 3.4650
C -2.7619 -1.2424 4.3000
H -3.1111 -1.8447 6.3288
H -1.8790 0.0675 7.2964
H -0.8275 1.7365 5.8091
H -1.0258 1.5065 3.3553
H -2.2665 -0.3950 2.3900
H -3.2990 -2.0800 3.8753

The total energy comes out at -58223.706 eV. For the HOMO energy, the calculation gives -6.015 eV. Its spin multiplicity is 1. Its charge is -1. The frontier orbital gap comes out at 8.63 eV.

Mulliken atomic charge list, values in e, 2 entries:
1 C -0.7259
2 O -0.4612



- The lowest total energy belongs to which entry?
  C37H51BN10O2PW